Entry 1:
Here is C22H17Cl3F6MgN5OPS3Si as an isolated structure from the Open Molecules 2025 dataset. Energies are from ωB97M-V/def2-TZVPD.

## Properties
Multiplicity: 2
Orbital gap (spin up / spin down) (eV): 7.00 / 4.45
Calculated total energy (eV): -141592.8325
<S²>: 0.79
Charge: -1
LUMO level (spin up / spin down) (eV): 1.6 / -0.9
Molar mass (g/mol): 767.33

XYZ file:
```
60
C22H17Cl3F6MgN5OPS3Si, DFT ωB97M-V/def2-TZVPD
Mg 0.487 -1.564 0.831
C 4.382 -0.259 2.337
C 3.212 -0.575 1.467
N 1.985 -0.420 1.812
N 1.630 0.116 3.015
C 0.287 0.065 3.093
O -0.500 -0.441 2.224
C -0.315 0.686 4.311
C -1.657 1.040 4.285
C -2.248 1.637 5.391
C -1.500 1.867 6.539
C -0.160 1.491 6.578
C 0.433 0.903 5.467
C 3.368 -1.141 0.106
C 4.607 -1.277 -0.509
C 4.664 -1.735 -1.815
C 3.490 -2.038 -2.489
C 2.294 -1.904 -1.807
N 2.230 -1.486 -0.539
H 4.017 0.186 3.257
H 5.077 0.436 1.849
H 4.923 -1.179 2.578
H -2.229 0.843 3.385
H -3.296 1.915 5.363
H -1.958 2.339 7.403
H 0.424 1.652 7.479
H 1.473 0.600 5.478
H 5.511 -1.020 0.034
H 5.625 -1.854 -2.305
H 3.499 -2.380 -3.515
H 1.349 -2.150 -2.282
Cl 0.591 -3.386 4.289
Si 1.135 -3.582 2.256
Cl 3.256 -3.867 2.442
Cl 0.522 -5.539 1.804
F -0.646 -1.052 -0.702
P -1.630 -2.416 -0.917
F -2.896 -1.450 -0.979
F -0.262 -3.300 -0.789
F -2.525 -3.712 -1.080
F -1.398 -2.287 -2.495
F -1.724 -2.484 0.703
S -2.103 5.506 -3.740
C -1.307 4.178 -3.187
S 0.037 4.295 -2.109
C 0.140 2.538 -2.004
N -0.777 1.942 -2.753
N -1.552 2.813 -3.401
C -2.608 2.193 -4.192
C -3.074 2.742 -5.378
C -4.071 2.080 -6.084
C -4.593 0.881 -5.621
C -4.102 0.332 -4.445
C -3.111 0.982 -3.730
S 1.283 1.749 -1.077
H -2.664 3.661 -5.758
H -4.434 2.514 -7.007
H -5.372 0.374 -6.178
H -4.488 -0.609 -4.066
H -2.729 0.551 -2.821
```


Entry 2:
Here is a 10-piece molecular cluster, C57H54N12S2 overall in a non-equilibrium geometry from the Open Molecules 2025 dataset. Energies are from ωB97M-V/def2-TZVPD.

## Properties
Orbital gap (eV): 6.46
Calculated total energy (eV): -99517.7110
Charge: 0
LUMO level (eV): -1.9
SMILES: C#CCCCc1ccc(N=C=S)c2nsnc12.c1ccncc1.c1ccncc1.c1ccncc1.c1ccncc1.c1ccncc1.c1ccncc1.c1ccncc1.c1ccncc1.c1ccncc1
Molar mass (g/mol): 971.28

XYZ file:
```
125
C57H54N12S2, DFT ωB97M-V/def2-TZVPD
C 4.822 -1.379 0.526
C 3.866 -0.764 -0.311
C 2.652 -0.001 -1.143
C 1.786 0.895 -0.030
C 0.561 1.682 -0.789
C -0.663 0.556 -0.962
C -0.938 -0.270 -2.352
C -2.141 -1.387 -2.409
C -3.033 -1.607 -1.023
N -4.122 -2.698 -1.100
C -3.487 -3.869 -0.667
S -2.467 -5.175 -0.157
C -2.798 -0.781 0.382
N -3.497 -0.860 1.727
S -2.644 0.364 2.695
N -1.364 1.095 1.722
C -1.594 0.333 0.403
H 5.742 -1.927 1.009
H 1.912 -0.788 -1.601
H 3.058 0.677 -2.033
H 2.497 1.580 0.601
H 1.311 0.088 0.710
H 0.835 2.012 -1.881
H 0.125 2.587 -0.166
H -0.255 -0.066 -3.308
H -2.341 -2.006 -3.398
C -2.632 -6.710 -5.721
C -2.249 -6.427 -4.414
C -2.135 -5.099 -4.037
N -2.372 -4.059 -4.867
C -2.740 -4.365 -6.130
C -2.884 -5.661 -6.599
H -2.733 -7.740 -6.052
H -2.044 -7.222 -3.706
H -1.843 -4.827 -3.027
H -2.922 -3.512 -6.778
H -3.185 -5.848 -7.623
C 10.100 -1.177 3.661
C 9.786 -0.161 2.764
C 8.697 -0.340 1.927
N 7.922 -1.446 1.927
C 8.252 -2.416 2.807
C 9.320 -2.328 3.687
H 10.946 -1.073 4.334
H 10.375 0.748 2.719
H 8.410 0.426 1.212
H 7.616 -3.296 2.786
H 9.538 -3.138 4.374
C -7.636 -0.835 -1.616
C -6.296 -0.559 -1.865
C -5.977 0.640 -2.481
N -6.894 1.558 -2.858
C -8.187 1.262 -2.605
C -8.603 0.091 -1.991
H -7.924 -1.765 -1.134
H -5.518 -1.261 -1.586
H -4.945 0.903 -2.694
H -8.904 2.014 -2.919
H -9.656 -0.094 -1.810
C -6.666 4.535 -0.939
C -6.283 4.818 0.368
C -6.170 6.146 0.745
N -6.406 7.186 -0.085
C -6.775 6.880 -1.348
C -6.919 5.584 -1.817
H -6.767 3.506 -1.271
H -6.078 4.023 1.076
H -5.877 6.419 1.755
H -6.957 7.733 -1.996
H -7.219 5.397 -2.842
C -5.022 -2.752 4.531
C -5.549 -3.359 5.666
C -6.287 -2.581 6.543
N -6.521 -1.263 6.363
C -5.995 -0.701 5.253
C -5.247 -1.396 4.317
H -4.439 -3.331 3.820
H -5.390 -4.414 5.862
H -6.722 -3.009 7.442
H -6.196 0.360 5.133
H -4.850 -0.894 3.442
C -2.476 8.788 -4.670
C -2.776 8.660 -3.318
C -4.052 8.253 -2.965
N -5.027 7.977 -3.858
C -4.708 8.113 -5.164
C -3.459 8.509 -5.615
H -1.486 9.103 -4.986
H -2.032 8.870 -2.558
H -4.334 8.135 -1.922
H -5.509 7.887 -5.862
H -3.257 8.599 -6.676
C -0.366 -3.686 5.225
C 0.017 -3.403 6.532
C 0.130 -2.074 6.909
N -0.106 -1.035 6.079
C -0.475 -1.341 4.816
C -0.619 -2.637 4.347
H -0.467 -4.715 4.893
H 0.222 -4.198 7.240
H 0.423 -1.802 7.919
H -0.657 -0.488 4.168
H -0.919 -2.824 3.322
C 12.192 4.952 0.274
C 10.913 4.850 -0.262
C 10.072 3.866 0.231
N 10.424 2.994 1.202
C 11.672 3.117 1.702
C 12.583 4.071 1.277
H 12.880 5.713 -0.086
H 10.579 5.522 -1.045
H 9.063 3.748 -0.153
H 11.931 2.403 2.479
H 13.573 4.125 1.716
C 5.334 -6.896 -1.210
C 5.717 -6.613 0.097
C 5.830 -5.284 0.474
N 5.594 -4.245 -0.357
C 5.225 -4.551 -1.620
C 5.081 -5.847 -2.088
H 5.233 -7.925 -1.542
H 5.922 -7.408 0.805
H 6.123 -5.012 1.483
H 5.043 -3.698 -2.267
H 4.781 -6.034 -3.113
```